Below is a structure of composition C27H31GePtSi2Te, with properties calculated with ωB97M-V/def2-TZVPD.

Geometry as ORCA input:
```
! RIJCOSX wB97M-V def2-TZVPD def2/J DEFGRID3
* xyz 0 6
Pt -1.29821 1.15981 0.32439
C -3.88181 0.96057 -2.17339
Si -2.24719 0.18214 -1.65333
C -1.13752 0.11192 -3.18131
C -2.59432 -1.56660 -1.00693
C -2.89673 -2.57888 -1.92162
C -3.18441 -3.86986 -1.51396
C -3.17321 -4.17486 -0.16070
C -2.87811 -3.18357 0.75846
C -2.58671 -1.87523 0.36617
Si -2.19504 -0.58768 1.70945
C -3.77136 -0.19225 2.65935
C -0.94361 -1.33821 2.89957
H -4.33829 0.37359 -2.97541
H -3.73640 1.97397 -2.55062
H -4.59244 0.99565 -1.34761
H -1.52401 -0.63186 -3.88541
H -0.10479 -0.14085 -2.96389
H -1.13714 1.07562 -3.69112
H -2.90795 -2.36050 -2.98498
H -3.41571 -4.63449 -2.24455
H -3.39249 -5.18092 0.17362
H -2.86858 -3.44418 1.81148
H -4.17970 -1.11111 3.08983
H -4.53973 0.23982 2.01785
H -3.57828 0.49957 3.48005
H -1.37940 -2.21380 3.39036
H -0.66145 -0.62808 3.67687
H -0.03774 -1.65398 2.38368
C 1.02944 3.63984 1.94224
Ge 0.99518 2.12601 0.70130
C 1.83829 2.69675 -0.97084
C 3.22754 2.80469 -1.01400
C 3.87612 3.21998 -2.16662
C 3.13837 3.52201 -3.30367
C 1.75771 3.40817 -3.27817
C 1.11606 3.00018 -2.11831
C 2.06460 0.68503 1.49938
C 2.62068 0.88105 2.73771
C 3.33523 -0.13917 3.40602
C 3.46305 -1.36803 2.83557
C 2.90122 -1.63113 1.56090
C 2.97757 -2.92222 0.97986
C 2.40743 -3.17849 -0.23181
C 1.76548 -2.14164 -0.93906
C 1.69872 -0.88542 -0.40717
C 2.22696 -0.59639 0.87543
H 2.06085 3.98220 2.05342
H 0.63502 3.37522 2.92167
H 0.45158 4.47074 1.53861
H 3.82023 2.54555 -0.14229
H 4.95557 3.29933 -2.18221
H 3.64162 3.83849 -4.20817
H 1.18093 3.63198 -4.16672
H 0.03459 2.90080 -2.10826
H 2.50777 1.83463 3.24077
H 3.76706 0.05909 4.37863
H 3.99062 -2.16419 3.34585
H 3.48351 -3.70702 1.52781
H 2.45571 -4.17227 -0.65759
H 1.32293 -2.34521 -1.90526
H 1.22563 -0.08853 -0.96926
Te -2.79093 3.21221 0.73792
*
```

Computed properties:
Strongest force on any atom: 0.0063 hartree/bohr
Electronic energy: -111312.4263 eV

Below is a cluster of 2 separate species, C27H31IN3O12S5 in total, with properties calculated with ωB97M-V/def2-TZVPD.

Geometry as ORCA input:
```
! RIJCOSX wB97M-V def2-TZVPD def2/J DEFGRID3
* xyz -1 1
C 3.71524 0.13134 2.45161
C 3.84005 1.42604 1.46324
C 2.65282 2.49479 1.69338
O 1.63392 2.46830 0.66122
C 0.36867 2.92525 1.14051
O -0.36093 2.11291 1.76463
C -0.19995 4.42469 0.87815
S -1.10204 4.49845 -0.78130
C -0.40860 3.00247 -1.65598
C 1.00893 3.19178 -2.31906
I 2.05424 5.12393 -2.21997
C 1.71978 1.98708 -3.04215
C 0.94673 0.65552 -3.04080
C -0.46929 0.46956 -2.40541
C -1.18842 1.63324 -1.68919
C -2.60944 1.41677 -1.00106
C -3.71739 0.70549 -1.92431
C -4.27024 -0.57886 -1.07516
S -5.14022 -1.83265 -2.13503
C -4.43138 -3.50344 -1.68528
S -3.81930 -4.48681 -2.91555
N -4.39786 -4.03113 -0.31164
C -5.65440 -3.98265 0.41523
C -5.19060 -4.56268 1.76461
N -3.76998 -4.94724 1.80734
C -3.33524 -4.60196 0.47241
C -0.85204 -1.05047 -2.66834
O -1.92883 -1.64208 -2.85798
N 0.50939 -1.68131 -2.70128
C 0.91072 -1.72340 -1.26451
C 1.49639 -3.15646 -0.78181
C 0.84317 -3.51079 0.63660
C 1.06744 -2.40310 1.77199
S -0.50264 -2.16942 2.77354
O -0.79031 -3.36787 3.65018
O -1.69196 -1.87167 1.87563
O -0.36428 -0.82110 3.79259
C 1.28992 -0.79702 -3.59813
O 2.00104 -1.08153 -4.58075
O 3.91573 0.91285 0.10536
C 5.08527 0.13895 -0.10346
O 6.24104 0.57577 0.17046
C 5.03770 -1.35059 -0.72386
S 6.68699 -1.86063 -1.45041
H 3.33167 -0.77583 1.86844
H 4.76664 -0.15249 2.82855
H 3.03998 0.37497 3.35616
H 4.81782 1.94879 1.78957
H 2.17851 2.24707 2.69993
H 3.14262 3.53657 1.65608
H 0.73639 5.10024 0.88499
H -0.86135 4.73287 1.75119
H 2.75040 2.04792 -3.51305
H -2.44591 0.84558 -0.02539
H -3.01461 2.47423 -0.76752
H -3.36099 0.41725 -2.96701
H -4.63890 1.38672 -2.04569
H -4.93491 -0.17820 -0.24087
H -3.34013 -1.07404 -0.59775
H -6.65739 -3.61478 0.04012
H -5.93683 -4.64940 2.62020
H -2.27033 -4.77915 0.12589
H -0.01941 -1.53605 -0.59829
H 1.68031 -0.93875 -0.95315
H 1.41817 -3.97782 -1.56682
H 2.62430 -2.99210 -0.59751
H 1.33329 -4.47880 1.01988
H -0.26810 -3.71508 0.47627
H 1.88673 -2.69364 2.53155
H 1.34000 -1.36277 1.39093
H -0.22777 -1.13675 4.72190
H 4.24655 -1.44889 -1.55710
H 4.78869 -2.14225 0.08028
H 6.51325 -3.05768 -2.16311
C -2.02602 7.94504 1.11585
O -1.04774 7.15150 1.24962
O -2.14874 8.76924 2.19449
O -2.84804 8.07629 0.19394
H -1.37802 8.36991 2.64112
*
```

Computed properties:
Strongest force on any atom: 0.1274 hartree/bohr
Electronic energy: -119808.0295 eV

Below is a structure of composition C27H31N17P2PbS, with properties calculated with ωB97M-V/def2-TZVPD.

Geometry as ORCA input:
```
! RIJCOSX wB97M-V def2-TZVPD def2/J DEFGRID3
* xyz 0 1
Pb 0.77903 0.11431 0.45564
N -0.52015 1.83614 4.93913
C -0.32712 2.15487 3.65405
N -0.03285 1.05953 2.97597
C -0.04828 0.07129 3.90502
N -0.34139 0.49917 5.12286
C 0.43003 -1.28595 3.52975
C 0.29059 -2.32215 4.41274
N 0.86061 -3.57065 4.46092
C 1.74907 -4.07323 3.68582
C 1.16214 -2.64877 1.72867
N 1.02007 -1.35016 2.29981
H -0.73462 2.43686 5.69933
H -0.32068 3.14460 3.25096
H -0.26140 -2.07789 5.30527
H 2.19972 -5.03790 3.90326
H 0.24520 -3.27034 1.78020
N 3.26332 -2.51340 -1.18327
C 2.66371 -1.74555 -2.16567
N 2.82091 -1.93132 -3.48139
N 2.01957 -1.00524 -4.02443
N 1.41529 -0.31931 -3.09006
N 1.82171 -0.76109 -1.89476
C 2.75623 -2.79845 0.02407
N 3.64762 -3.56300 0.78804
N 3.26334 -3.94057 1.92823
N 2.14444 -3.51025 2.45649
N 1.53997 -2.44032 0.35755
H 4.13070 -3.00506 -1.38008
C 0.31648 5.48113 1.57055
N 0.59659 4.77811 0.32414
C 0.19160 5.22286 -0.91224
C 0.71917 4.39692 -1.83674
N 1.48895 3.45028 -1.17617
C 1.43152 3.69582 0.17830
S 2.15542 2.95350 1.51288
C 2.39848 2.59281 -1.89424
C 2.44928 2.65283 -3.28991
C 3.36705 1.86086 -3.93390
C 4.21797 1.05545 -3.16666
C 4.07846 1.07612 -1.78489
N 3.18142 1.84033 -1.14774
H 0.47463 6.54389 1.37430
H 1.02703 5.14478 2.32809
H -0.70225 5.28089 1.86063
H -0.43037 6.08711 -1.05303
H 0.61226 4.40367 -2.90733
H 1.78416 3.26524 -3.88223
H 3.44179 1.80923 -5.01707
H 4.91727 0.39006 -3.63365
H 4.74736 0.50441 -1.16342
C -3.21303 0.90995 2.15207
P -2.28929 0.30799 0.68401
C -2.73901 1.57447 -0.56969
C -3.22805 -1.18196 0.10890
C -4.29339 -1.69037 0.86663
C -5.01253 -2.79160 0.43476
C -4.69271 -3.39908 -0.78030
C -3.57950 -2.96659 -1.48068
C -2.82729 -1.87815 -1.04764
P -1.24148 -1.41946 -1.89633
C -1.86403 -0.93829 -3.54704
C -0.48596 -3.04739 -2.25782
H -3.03507 0.28981 3.01747
H -4.30256 0.95080 1.95301
H -2.84567 1.89822 2.40229
H -3.81318 1.64707 -0.73429
H -2.27641 1.33402 -1.52274
H -2.36395 2.56877 -0.24379
H -4.61946 -1.20991 1.77762
H -5.83487 -3.15263 1.02516
H -5.26023 -4.25508 -1.11774
H -3.28482 -3.49659 -2.37460
H -2.47164 -1.74596 -3.95573
H -1.03199 -0.70259 -4.21869
H -2.52251 -0.06079 -3.47260
H -1.09405 -3.63101 -2.95845
H -0.37169 -3.62548 -1.33677
H 0.49324 -2.92059 -2.70083
*
```

Computed properties:
Strongest force on any atom: 0.0352 hartree/bohr
Electronic energy: -88492.2568 eV

Below is an isolated molecule of C27H31N3O, with properties calculated with ωB97M-V/def2-TZVPD.

Geometry as ORCA input:
```
! RIJCOSX wB97M-V def2-TZVPD def2/J DEFGRID3
* xyz 0 1
C -0.56300 -1.66936 1.67799
N -0.72371 -0.42173 2.38585
C -2.07885 -0.06563 2.76941
C -2.66282 -1.08594 3.70946
C -3.75643 -1.85931 3.34796
C -4.26211 -2.81031 4.21809
C -3.67199 -3.00194 5.45489
C -2.57674 -2.23642 5.82146
C -2.07596 -1.28363 4.95410
C 0.30376 0.34217 2.80577
O 0.14520 1.34586 3.47860
C 1.69658 -0.10814 2.37268
N 1.81410 -0.04800 0.92980
C 1.56241 1.29762 0.42492
C 2.32070 1.55731 -0.88683
N 2.43741 0.41954 -1.76910
C 1.41123 0.23853 -2.78955
C 1.49085 1.33478 -3.83501
C 2.66004 2.06292 -4.01419
C 2.74134 3.03627 -4.99396
C 1.65802 3.28860 -5.81776
C 0.49748 2.55038 -5.66277
C 0.41564 1.57831 -4.68161
C 0.01066 0.06796 -2.23055
C -0.75917 1.16342 -1.85145
C -2.01909 0.98942 -1.30872
C -2.53632 -0.28433 -1.14236
C -1.78607 -1.38112 -1.52637
C -0.52281 -1.20400 -2.06470
C 2.86268 -0.79946 -1.09614
C 3.04620 -0.60083 0.40793
H -0.30567 -2.48342 2.36343
H 0.21003 -1.56755 0.91881
H -1.50449 -1.91565 1.19211
H -2.69090 0.02324 1.86557
H -2.01605 0.91032 3.25929
H -4.22078 -1.71310 2.38246
H -5.11684 -3.40414 3.92842
H -4.06502 -3.74492 6.13312
H -2.11535 -2.38134 6.78734
H -1.22574 -0.67938 5.23565
H 1.87092 -1.13630 2.70245
H 2.42004 0.55256 2.88102
H 1.86961 2.05985 1.15791
H 0.48299 1.39570 0.27656
H 1.84497 2.37557 -1.42730
H 3.34093 1.88110 -0.64414
H 1.68196 -0.69416 -3.30665
H 3.50790 1.85620 -3.38037
H 3.65615 3.59780 -5.11675
H 1.71999 4.05014 -6.58112
H -0.34889 2.72996 -6.30977
H -0.49257 1.00248 -4.57469
H -0.37914 2.16349 -2.00183
H -2.60238 1.85232 -1.02147
H -3.52685 -0.41895 -0.73132
H -2.18656 -2.37912 -1.41687
H 0.04415 -2.06993 -2.37881
H 2.11800 -1.59169 -1.23246
H 3.80895 -1.13947 -1.54153
H 3.92442 0.03056 0.61956
H 3.21702 -1.57515 0.87352
*
```

Computed properties:
Strongest force on any atom: 0.0087 hartree/bohr
Electronic energy: -35020.0358 eV

Below is a structure of composition C27H31N4NiOSe2, with properties calculated with ωB97M-V/def2-TZVPD.

Geometry as ORCA input:
```
! RIJCOSX wB97M-V def2-TZVPD def2/J DEFGRID3
* xyz 1 1
Ni -0.04877 0.24650 0.27600
Se -2.27251 -1.50735 1.87185
Se -0.22757 -1.89007 2.90226
C 0.39645 -0.09020 3.16570
C 0.92959 0.18670 4.41983
C 1.40990 1.45818 4.67980
C 1.30322 2.43022 3.69838
C 0.74869 2.07320 2.48773
N 0.32835 0.83268 2.20529
C -1.83586 -2.01633 0.06614
C -2.45397 -3.13895 -0.45622
C -2.15654 -3.52174 -1.75853
C -1.24665 -2.78149 -2.48603
C -0.66425 -1.67805 -1.88826
N -0.95708 -1.29428 -0.64300
H 0.95111 -0.58381 5.17810
H 1.83528 1.69424 5.64678
H 1.63984 3.44436 3.86055
H 0.63939 2.80228 1.69385
H -3.14555 -3.70440 0.15200
H -2.62597 -4.39685 -2.19025
H -0.97696 -3.04967 -3.49826
H 0.06230 -1.06342 -2.40401
O 0.75670 1.07299 -1.77645
C 0.51854 2.38170 -2.32192
C -0.79234 2.31774 -3.06723
C -1.86253 1.59610 -2.24217
C -2.11585 2.22116 -0.89797
C -2.78134 3.44065 -0.83759
C -3.12276 3.98556 0.38147
C -2.82368 3.27212 1.53090
C -2.13921 2.08532 1.40277
N -1.73820 1.57141 0.22498
H 1.69855 0.93146 -1.61107
H 1.33240 2.67201 -2.98492
H 0.47434 3.10657 -1.50301
H -0.65780 1.78181 -4.00877
H -1.10705 3.33488 -3.31636
H -1.57160 0.56577 -2.09295
H -2.80656 1.58445 -2.79071
H -3.05053 3.93573 -1.76216
H -3.63581 4.93755 0.43654
H -3.11719 3.61945 2.51190
H -1.90052 1.49380 2.27102
C 2.39726 -4.19909 1.78013
N 2.27194 -4.14059 0.33475
C 1.70292 -5.36372 -0.19669
C 1.55300 -2.97415 -0.14834
C 2.31090 -1.67020 0.04407
C 3.69972 -1.75570 -0.10990
C 4.52760 -0.65646 0.02623
C 3.96613 0.57842 0.31588
C 2.58953 0.67308 0.45378
C 1.71894 -0.42357 0.32748
H 3.08021 -5.00155 2.06047
H 1.43593 -4.39038 2.28219
H 2.80396 -3.26066 2.16226
H 2.25607 -6.22360 0.18055
H 1.77087 -5.36949 -1.28564
H 0.64121 -5.50235 0.08202
H 0.55880 -2.89252 0.29337
H 1.41115 -3.13932 -1.22129
H 4.12425 -2.72902 -0.32668
H 5.59881 -0.76254 -0.08953
H 4.59109 1.45614 0.42921
H 2.18242 1.65992 0.65517
*
```

Computed properties:
Strongest force on any atom: 0.0220 hartree/bohr
Electronic energy: -208239.9773 eV

Below is an isolated molecule of C27H31N5O4, with properties calculated with ωB97M-V/def2-TZVPD.

Geometry as ORCA input:
```
! RIJCOSX wB97M-V def2-TZVPD def2/J DEFGRID3
* xyz 0 1
C 2.60148 0.48649 -5.43152
O 1.74634 0.25591 -4.27903
C 1.87538 1.04584 -3.16748
C 2.79130 2.19056 -3.31097
C 2.85487 3.00218 -2.38595
C 2.31034 2.73532 -1.08042
C 1.58256 1.69466 -1.01594
C 0.58480 1.21857 0.33946
N -0.22757 2.30330 0.64099
C -1.25195 2.72766 0.25399
O -1.85239 2.19950 -0.78781
C -1.98279 3.93120 0.86492
C -3.58863 3.57889 0.92751
C -3.90699 2.70971 2.29635
N -3.17787 1.48363 2.13773
N -3.96448 0.67218 1.17128
C -3.47853 -0.51636 0.60743
C -4.18069 -1.15902 -0.43247
C -2.22385 -0.96177 1.27850
C -1.24331 -1.80526 0.98118
C -1.16725 -2.90252 0.20544
N -0.08253 -1.60942 1.80573
C 1.24171 -2.33480 2.00519
C 1.59383 -2.78114 3.04146
C 2.76690 -3.37362 3.04052
C 3.46321 -3.85482 1.97568
C 4.84405 -4.55070 2.12848
C 2.80753 -3.16528 0.76033
C 1.70320 -2.46189 0.65414
N -0.44720 -0.68692 2.68585
C -1.54059 0.03606 2.08491
C -2.28355 0.92805 2.65389
O -1.71410 1.99586 3.48179
C 1.24761 0.63911 -2.15896
O 0.49670 -0.49464 -2.10000
C -0.73583 -0.22144 -2.81003
H 2.33948 -0.29781 -6.22900
H 2.31973 1.45476 -5.97540
H 3.71352 0.48285 -5.36128
H 3.60230 2.41400 -4.17205
H 3.50143 3.82424 -2.21897
H 2.30719 3.40295 -0.10060
H -0.06294 0.70364 0.17252
H 1.15052 0.91175 0.96037
H 0.11594 2.78889 1.67369
H -1.76443 4.02239 1.92525
H -1.78959 4.74981 0.31167
H -3.76337 3.16470 0.20433
H -3.98489 4.60024 1.14196
H -4.93924 2.70236 2.43681
H -3.56545 3.15182 3.01970
H -4.43477 -2.16867 0.01327
H -5.14413 -0.74619 -0.37714
H -3.71805 -1.43591 -1.29425
H -0.93869 -2.79471 -0.91053
H -2.20814 -3.48341 0.06628
H -0.65695 -3.67589 0.46337
H 0.90562 -2.38145 4.01990
H 3.08509 -3.63023 4.11522
H 4.47142 -5.56282 2.34818
H 5.20146 -4.48090 1.15219
H 5.13310 -4.05986 2.90989
H 3.40807 -3.56185 -0.10533
H 1.31241 -2.04177 -0.31330
H -0.47892 -0.14965 -3.67325
H -1.17699 -1.41067 -2.74405
H -1.40244 0.55228 -2.52163
*
```

Computed properties:
Strongest force on any atom: 0.3834 hartree/bohr
Electronic energy: -44116.3828 eV

Below is a cluster of 2 separate species, C27H31OSi in total, with properties calculated with ωB97M-V/def2-TZVPD.

Geometry as ORCA input:
```
! RIJCOSX wB97M-V def2-TZVPD def2/J DEFGRID3
* xyz 1 1
C 1.59701 0.79631 7.03078
C 0.83013 0.49063 5.78896
C 0.94686 -0.75454 5.18289
C 0.24079 -1.05906 4.04502
C -0.62109 -0.11525 3.44099
C -1.37583 -0.52938 2.31281
C -2.38196 0.11698 1.54863
C -2.86039 -0.53547 0.38941
C -3.80793 0.04580 -0.41763
C -4.31802 1.30668 -0.13096
C -5.36687 1.90956 -1.00285
C -3.87750 1.95217 1.01942
C -2.96216 1.36489 1.85910
C -0.65480 1.17282 4.01828
C 0.02332 1.44738 5.18148
H 1.36911 1.79467 7.40851
H 1.36823 0.08213 7.82368
H 2.67117 0.74973 6.84592
H 1.60871 -1.47812 5.62762
H 0.34535 -2.03386 3.59959
H -1.14908 -1.52686 1.97906
H -2.47823 -1.51115 0.14059
H -4.18318 -0.47130 -1.28448
H -5.62369 2.92019 -0.68036
H -5.04002 1.96636 -2.04217
H -6.27892 1.31101 -0.97716
H -4.26279 2.93046 1.25226
H -2.75124 1.84582 2.79367
H -1.13267 1.98539 3.50598
H -0.06007 2.42273 5.63068
C -1.37972 -1.94815 -4.77785
Si -0.15929 -0.84170 -3.88506
C 1.27529 -0.43591 -5.02272
C -1.00167 0.73510 -3.32885
O 0.39493 -1.66772 -2.52838
C 1.30920 -1.01572 -1.72148
C 1.02877 -0.22941 -0.65392
C 2.30245 0.31332 -0.07296
C 3.38475 -0.26070 -0.93789
C 4.75915 -0.13342 -0.89709
C 5.51958 -0.82129 -1.82675
C 4.91713 -1.62745 -2.78113
C 3.54247 -1.75555 -2.82807
C 2.77685 -1.06122 -1.90254
H -1.75365 -1.44436 -5.66473
H -0.89907 -2.87589 -5.07693
H -2.21676 -2.18640 -4.12728
H 0.92058 0.10074 -5.89837
H 2.00198 0.18341 -4.50476
H 1.76557 -1.34840 -5.34971
H -1.38426 1.26601 -4.19552
H -1.82642 0.50694 -2.66020
H -0.29878 1.37679 -2.80546
H 0.03233 -0.03582 -0.29639
H 2.32551 1.40861 -0.11246
H 2.44284 -0.00355 0.96794
H 5.21993 0.48780 -0.14917
H 6.59426 -0.73716 -1.80344
H 5.52986 -2.15830 -3.49318
H 3.06196 -2.38735 -3.55534
*
```

Computed properties:
Strongest force on any atom: 0.0219 hartree/bohr
Electronic energy: -38422.4247 eV